Entry from the Open Molecules 2025 dataset: 2 unconnected molecules or ions with the total composition C8H15PS in a non-equilibrium geometry (wB97M-V/def2-TZVPD).

Results
Energy above the lowest of the compared OMol25 structures with the same formula, charge and spin (kcal per mole): 69.4
E_HOMO (alpha / beta) (eV): -7.0 / -7.8
Total energy (hartree): -1053.23677

The geometry in XYZ format:
```
25
C8H15PS (wB97M-V/def2-TZVPD)
S 0.81238 -1.01768 1.69299
P -0.11111 0.80825 1.68991
C -2.85498 0.55702 1.22240
C -0.17083 -1.70590 0.37056
C -1.22404 -1.03871 -0.04353
C -1.50335 1.22129 -0.78166
C -1.55408 0.35417 0.48930
C 3.21249 0.88595 0.02162
C 2.26308 2.01430 0.19547
C 0.42850 -2.88520 -0.26542
H 0.31696 -2.93018 -1.36730
H -1.76779 -1.52736 -0.85343
H 2.73234 -0.11282 0.14316
H -3.01409 -0.08353 2.06680
H -1.75132 2.28484 -0.54347
H -0.07742 -3.78770 0.05055
H -0.51547 1.15881 -1.18359
H 3.74871 1.15015 -0.96050
H 2.55845 2.85046 0.78408
H 1.49501 -2.83957 -0.13562
H 1.77712 2.41580 -0.66926
H -3.71209 0.38064 0.50838
H -2.24244 0.82822 -1.51294
H -2.99271 1.60316 1.67795
H 3.98520 0.79548 0.74277
```

Here are the Mulliken charges for atoms 1 to 4, given in e: -0.1758, 0.0292, -1.4911, 0.6906

***

Entry from the Open Molecules 2025 dataset: 2 unconnected molecules or ions with the total composition C8H16 in a non-equilibrium geometry (wB97M-V/def2-TZVPD).

Results
Energy above the lowest of the compared OMol25 structures with the same formula, charge and spin (kcal per mole): 32.8
E_HOMO (eV): -9.5
Total energy (hartree): -314.34226
SMILES string: C=CCC.C=CCC

The geometry in XYZ format:
```
24
C8H16 (wB97M-V/def2-TZVPD)
C 0.64923 -3.42762 3.31469
C 0.42572 2.41117 -3.03870
C 2.27389 4.13725 -2.67696
C 0.97965 3.73540 -2.58974
C -1.91288 -2.11831 4.33081
C -0.73489 -3.63438 2.68926
C -0.14974 2.35125 -4.51509
C -1.91227 -2.81674 3.18334
H -2.81983 -2.75716 2.56820
H -0.70964 -3.37995 1.61219
H 0.69913 -3.70193 4.38187
H 3.11405 3.50376 -2.98364
H -0.48277 1.31000 -4.66178
H -0.48102 2.14205 -2.46352
H 0.67780 2.55778 -5.21446
H 0.27734 4.49700 -2.22597
H 1.42976 -3.98605 2.77104
H 2.48113 5.19342 -2.47015
H -0.98894 3.02599 -4.75399
H 1.17963 1.61857 -2.86880
H 0.85713 -2.34866 3.21869
H -1.05562 -4.69014 2.77826
H -2.77631 -1.52215 4.64751
H -1.02057 -2.10054 4.96695
```

Here are the Mulliken charges for atoms 1 to 4, given in e: -1.1965, -0.5185, -0.7149, -0.0290

***

Entry from the Open Molecules 2025 dataset: a single C8H16 molecule in a non-equilibrium geometry (wB97M-V/def2-TZVPD).

Results
Energy above the lowest of the compared OMol25 structures with the same formula, charge and spin (kcal per mole): 128.3
E_HOMO (eV): -6.6
Total energy (hartree): -314.19013

The geometry in XYZ format:
```
24
C8H16 (wB97M-V/def2-TZVPD)
C 0.12711 -0.38768 -0.78285
C -1.40108 -0.60410 1.22150
C -0.07729 -0.92939 0.55871
C 1.16408 3.13039 0.53302
C 0.22455 -2.08713 -0.00280
C -0.68830 -3.07296 -0.78236
C 1.10946 1.58832 0.50426
C 0.22348 1.18986 -0.69725
H -0.74502 1.51477 -0.54440
H -2.02586 0.24575 0.69395
H -2.00381 -1.51850 1.17705
H 1.07134 -0.48852 -1.43935
H 1.57074 3.62502 1.43515
H -1.47953 -2.43507 -1.14364
H -0.73865 -0.61048 -1.45880
H 0.60970 1.50781 -1.74128
H -1.34477 -0.26609 2.28119
H -0.13673 -3.51971 -1.69797
H 2.00591 1.09550 0.55578
H 1.27029 -2.42935 0.18733
H 0.52847 1.27543 1.34624
H 1.76922 3.42465 -0.32861
H 0.07256 3.57813 0.26345
H -1.10586 -3.82667 -0.13831
```

Here are the Mulliken charges for atoms 1 to 4, given in e: -0.8722, -1.2441, 0.0568, -1.1648

***

Entry from the Open Molecules 2025 dataset: a molecular structure, C8H16AsF6MnN2O3 in a non-equilibrium geometry (wB97M-V/def2-TZVPD).

Results
Total charge: +2
Spin multiplicity: 5
E_HOMO (alpha / beta) (eV): -17.7 / -17.8
Total energy (hartree): -4635.04919

The geometry in XYZ format:
```
37
C8H16AsF6MnN2O3 (wB97M-V/def2-TZVPD)
As -3.76513 -1.15924 -2.68069
Mn -1.40798 -0.36407 -0.86929
F -3.32306 0.34209 -3.50348
F -3.40703 -0.27554 -1.10378
F -3.97691 -1.85801 -4.20179
F -1.82832 -1.50461 -2.66159
F -5.48037 -0.72697 -2.55268
F -4.05912 -2.68074 -1.81524
O -0.78516 1.60140 -0.63414
O -1.06257 -1.59045 0.77012
O 0.73403 -0.64503 -0.90104
N 0.51711 -2.05608 2.39445
N 1.00625 2.97464 -0.56492
C 1.11610 -1.82451 -0.09281
C 1.87979 -2.50780 2.67427
C -0.49801 -2.05344 3.41993
C 0.46648 1.75783 -0.66828
C 0.17962 -1.75961 1.12898
C 0.25423 4.09015 0.07586
C 2.36370 3.37343 -1.00127
C 1.47522 0.58788 -1.04778
H 1.92503 0.67473 -2.08175
H 2.14329 -1.67855 0.23053
H 2.77901 4.12718 -0.30788
H 2.28216 0.60502 -0.23026
H -0.29825 -1.33264 4.22560
H 0.84253 4.84139 0.60129
H -0.54882 -3.04383 3.90921
H 0.85091 -2.70610 -0.79188
H -0.24951 4.65968 -0.68031
H 2.30848 3.84323 -2.00532
H 2.40425 -1.71716 3.30030
H -0.51964 3.60946 0.73638
H 2.97686 2.46705 -1.05403
H 2.44008 -2.76214 1.73368
H -1.47750 -1.85144 2.98218
H 1.74221 -3.45719 3.26741
```

Here are the Mulliken charges for atoms 1 to 4, given in e: 2.1054, 1.3176, -0.4114, -0.4566

***

Entry from the Open Molecules 2025 dataset: 2 unconnected molecules or ions with the total composition C8H16BN in a non-equilibrium geometry (wB97M-V/def2-TZVPD).

Results
Energy above the lowest of the compared OMol25 structures with the same formula, charge and spin (kcal per mole): 26.9
E_HOMO (eV): -8.9
Total energy (hartree): -393.94234
SMILES string: CB1CCC=N1.C=C(C)C

The geometry in XYZ format:
```
26
C8H16BN (wB97M-V/def2-TZVPD)
N 0.79916 -1.03576 0.49235
C -0.10946 -1.90243 0.45330
C -0.27850 0.45977 -1.75155
C -1.50876 0.18637 -1.39494
C 0.18032 1.71945 -1.02421
C -0.74448 -0.68275 2.39160
C 0.68222 -0.32343 -2.67536
C 1.80361 0.82093 2.02075
C -1.22832 -1.83708 1.47342
B 0.54412 -0.18537 1.71232
H 2.66057 0.63939 1.35185
H -2.15738 -1.78981 0.97292
H 0.16297 2.49386 -1.67483
H -2.05405 -0.69132 -1.90297
H 1.43562 0.37177 -3.07690
H 1.20980 1.52949 -0.85142
H -0.31142 -1.06073 3.42019
H 1.01489 -1.02499 -1.88163
H 1.52230 1.75259 1.81687
H -0.42487 2.00655 -0.12502
H -0.12538 -2.81241 -0.23526
H -1.07159 -2.89037 1.76247
H 1.96523 0.79478 3.10946
H -1.56106 -0.05457 2.58362
H -2.14937 0.77340 -0.73043
H 0.00682 -0.75927 -3.42084
```

Here are the Mulliken charges for atoms 1 to 4, given in e: -0.6863, 0.1134, 0.9614, -0.9380

***

Entry from the Open Molecules 2025 dataset: 2 unconnected molecules or ions with the total composition C8H16BNO5S3 in a non-equilibrium geometry (wB97M-V/def2-TZVPD).

Results
Total charge: -2
E_HOMO (eV): 0.0
Total energy (hartree): -1964.71734

The geometry in XYZ format:
```
34
C8H16BNO5S3 (wB97M-V/def2-TZVPD)
S 0.11320 -1.85898 -2.66081
S 0.11713 -0.34803 1.33684
S 0.57441 1.62086 -0.96675
O -1.27838 -1.56082 -3.08209
O 0.63089 -3.02990 -3.40863
O 0.12839 -2.14860 -1.19693
O 0.97634 -0.67545 -2.91091
O -4.27784 -0.20834 0.97120
N -1.79630 0.42652 -0.44113
C -2.65650 1.48883 0.07989
C -3.67099 1.05431 1.18413
C 4.18076 0.67690 0.99957
C -2.36206 -0.90948 -0.31063
C 2.21964 0.79678 -0.75056
C -3.17284 -1.13328 0.98847
C -0.45329 0.51632 0.03518
C 2.87870 1.39653 0.51871
B 4.06623 -0.90961 1.17018
H -3.24981 1.88424 -0.76939
H -2.07843 2.33201 0.49941
H 1.96746 -0.27324 -0.67789
H -3.24842 1.10982 2.21109
H -1.60299 -1.70341 -0.44316
H -2.55350 -0.99996 1.89592
H 2.18261 1.50765 1.36165
H -3.05894 -1.03707 -1.16071
H 3.21389 -1.45905 0.54513
H 4.41362 1.08783 2.01177
H 3.17370 2.43744 0.25562
H 2.77976 0.96597 -1.67819
H 5.07102 0.91555 0.37813
H -4.49540 1.79768 1.17127
H 4.79350 -1.58146 1.82828
H -3.52557 -2.17856 1.01531
```

Here are the Mulliken charges for atoms 1 to 4, given in e: 1.1534, -0.3208, -0.1263, -0.7602